No. 1
{
  "formula": "C20H80O20",
  "method": "the ωB97M-V functional and the def2-TZVPD basis",
  "symbols": ["C", "O", "H", "H", "H", "H", "C", "O", "H", "H", "H", "H", "C", "O", "H", "H", "H", "H", "C", "O", "H", "H", "H", "H", "C", "O", "H", "H", "H", "H", "C", "O", "H", "H", "H", "H", "C", "O", "H", "H", "H", "H", "C", "O", "H", "H", "H", "H", "C", "O", "H", "H", "H", "H", "C", "O", "H", "H", "H", "H", "C", "O", "H", "H", "H", "H", "C", "O", "H", "H", "H", "H", "C", "O", "H", "H", "H", "H", "C", "O", "H", "H", "H", "H", "C", "O", "H", "H", "H", "H", "C", "O", "H", "H", "H", "H", "C", "O", "H", "H", "H", "H", "C", "O", "H", "H", "H", "H", "C", "O", "H", "H", "H", "H", "C", "O", "H", "H", "H", "H"],
  "coordinates": [[-9.642, -20.797, -10.327], [-8.448, -20.595, -10.991], [-9.763, -21.785, -9.883], [-9.787, -20.083, -9.516], [-10.474, -20.687, -11.021], [-8.062, -19.760, -10.717], [-1.257, -18.459, -16.707], [-0.374, -19.523, -16.357], [-2.293, -18.727, -16.498], [-0.986, -17.529, -16.208], [-1.224, -18.276, -17.781], [0.491, -19.228, -16.651], [0.856, -24.670, -11.035], [-0.482, -24.937, -11.678], [1.199, -23.684, -11.350], [0.763, -24.646, -9.949], [1.612, -25.420, -11.265], [-0.830, -24.104, -12.003], [-8.942, -16.648, -11.120], [-9.977, -17.516, -11.493], [-9.061, -15.611, -11.433], [-8.614, -16.551, -10.086], [-8.073, -16.939, -11.711], [-10.788, -17.421, -10.989], [-2.066, -18.389, -12.868], [-3.072, -17.789, -11.966], [-2.267, -19.444, -13.056], [-2.033, -17.912, -13.847], [-1.061, -18.538, -12.473], [-3.968, -17.879, -12.297], [-5.689, -13.670, -15.824], [-6.327, -14.178, -16.952], [-4.629, -13.597, -16.066], [-6.157, -12.734, -15.519], [-5.707, -14.120, -14.832], [-5.963, -13.659, -17.673], [0.830, -16.191, -14.188], [0.582, -15.320, -13.112], [0.109, -16.018, -14.987], [1.801, -16.098, -14.674], [0.714, -17.187, -13.759], [1.105, -15.625, -12.367], [-2.879, -19.036, -8.506], [-2.306, -20.096, -7.935], [-3.720, -19.302, -9.146], [-2.964, -18.196, -7.816], [-2.193, -18.606, -9.236], [-2.768, -20.910, -8.148], [1.583, -20.814, -14.180], [0.186, -20.767, -13.919], [2.027, -21.176, -15.107], [1.922, -19.793, -14.006], [2.035, -21.514, -13.477], [-0.291, -20.517, -14.714], [2.454, -16.468, -9.585], [1.712, -16.277, -10.756], [2.161, -17.441, -9.190], [3.516, -16.453, -9.830], [2.254, -15.739, -8.799], [0.784, -16.282, -10.512], [-2.313, -23.072, -9.525], [-3.307, -22.548, -8.623], [-1.791, -22.182, -9.878], [-1.651, -23.768, -9.010], [-2.746, -23.544, -10.406], [-3.977, -23.211, -8.439], [-2.466, -13.084, -12.878], [-2.524, -14.165, -13.801], [-1.426, -12.903, -12.604], [-3.036, -12.188, -13.124], [-2.845, -13.461, -11.928], [-1.656, -14.575, -13.839], [-1.410, -15.545, -9.462], [-1.068, -16.212, -10.609], [-0.615, -15.737, -8.741], [-1.412, -14.474, -9.667], [-2.354, -15.824, -8.995], [-1.874, -16.327, -11.118], [-6.368, -14.680, -8.824], [-7.274, -14.923, -7.774], [-6.707, -13.731, -9.242], [-5.328, -14.726, -8.502], [-6.498, -15.490, -9.542], [-6.791, -15.490, -7.168], [-4.846, -21.037, -11.808], [-4.841, -20.902, -13.199], [-3.792, -20.978, -11.536], [-5.479, -20.325, -11.278], [-5.291, -21.986, -11.509], [-4.960, -19.989, -13.470], [0.515, -20.002, -9.825], [0.824, -20.195, -8.465], [0.704, -20.965, -10.299], [-0.539, -19.726, -9.865], [0.954, -19.156, -10.352], [-0.010, -20.196, -7.991], [-5.158, -17.176, -14.966], [-5.407, -18.448, -14.323], [-5.050, -17.353, -16.036], [-5.978, -16.478, -14.795], [-4.254, -16.741, -14.541], [-5.991, -18.993, -14.855], [-2.497, -22.781, -14.103], [-1.528, -22.644, -13.022], [-2.088, -23.398, -14.903], [-3.301, -23.433, -13.761], [-2.843, -21.821, -14.485], [-0.806, -22.116, -13.370], [-3.349, -15.960, -19.124], [-3.950, -17.161, -19.504], [-2.539, -15.714, -19.810], [-4.120, -15.190, -19.146], [-2.935, -15.948, -18.115], [-4.259, -17.069, -20.408], [4.309, -18.782, -11.437], [5.680, -18.727, -11.870], [3.789, -17.836, -11.586], [3.641, -19.519, -11.882], [4.234, -18.856, -10.352], [6.169, -19.396, -11.384]],
  "total_charge": 0
}

---

No. 2
{
  "formula": "C2H4S2",
  "method": "the ωB97M-V functional and the def2-TZVPD basis",
  "symbols": ["C", "C", "S", "S", "H", "H", "H", "H"],
  "coordinates": [[-0.782, -0.679, 0.260], [0.285, 0.085, -0.440], [-0.996, 1.050, 0.270], [1.856, 0.336, 0.284], [-1.485, -1.256, -0.394], [-0.584, -1.037, 1.293], [0.102, -0.042, -1.808], [1.604, 1.543, 0.536]],
  "total_charge": 0
}

---

No. 3
{
  "formula": "C6H7O2P",
  "method": "the ωB97M-V functional and the def2-TZVPD basis",
  "symbols": ["C", "C", "C", "C", "C", "C", "O", "O", "P", "H", "H", "H", "H", "H", "H", "H"],
  "coordinates": [[-0.074, 0.105, 0.523], [-0.493, -0.345, -0.549], [0.279, 0.547, 1.782], [0.137, -0.435, -2.925], [-0.868, -0.898, -1.818], [-0.449, 2.504, 2.003], [1.000, -0.013, 2.659], [2.379, -1.497, 4.005], [1.380, -1.598, 2.980], [-0.236, -0.602, -3.858], [1.112, -0.979, -3.101], [0.403, 0.553, -2.816], [-1.835, -0.401, -2.035], [-0.963, -1.881, -1.565], [-1.497, 2.343, 1.627], [-0.275, 2.597, 3.088]],
  "total_charge": 0
}

---

One value per record, in order, for energy: -2314.36188; -874.89821; -724.39294 hartree.
One value per record, in order, for ΔE to the lowest compared entry with this formula, charge and spin: 211.87; 38.86; 130.29 kcal/mol.